{"formula": "H28O14", "method": "ωB97M-V/def2-TZVPD", "gap_ev": 10.0, "e_above_lowest_kcal_mol": 53.2, "energy_ha": -1070.1162, "e_homo_ev": -10.38, "elements": ["O", "H", "H", "O", "H", "H", "O", "H", "H", "O", "H", "H", "O", "H", "H", "O", "H", "H", "O", "H", "H", "O", "H", "H", "O", "H", "H", "O", "H", "H", "O", "H", "H", "O", "H", "H", "O", "H", "H", "O", "H", "H"], "positions_angstrom": [[0.46, -0.62, 2.66], [-0.06, 0.22, 2.66], [-0.15, -1.35, 2.67], [0.24, -0.13, -0.28], [-0.52, -0.23, 0.29], [0.64, 0.66, 0.08], [-1.21, 2.42, -1.83], [-0.31, 2.14, -2.09], [-1.79, 1.68, -2.08], [0.10, -0.91, -2.93], [0.43, -0.42, -2.17], [0.59, -0.54, -3.65], [1.84, 2.35, 0.01], [1.11, 3.07, -0.04], [2.73, 2.72, -0.02], [-2.30, -0.12, -1.40], [-2.84, -0.35, -2.14], [-1.43, -0.16, -1.79], [3.00, 0.68, -2.11], [2.49, 0.81, -1.35], [3.77, 1.23, -2.20], [-1.85, 2.63, 0.65], [-1.76, 2.21, -0.15], [-1.18, 3.31, 0.54], [-1.33, -2.78, 1.74], [-1.81, -3.27, 2.38], [-1.91, -2.01, 1.71], [2.86, -0.28, 1.46], [2.84, -0.81, 0.66], [1.90, -0.17, 1.74], [0.80, -3.44, 0.07], [1.49, -2.75, -0.13], [0.11, -3.00, 0.57], [1.94, 2.67, 2.73], [2.75, 2.31, 3.01], [1.95, 2.64, 1.79], [-2.69, -0.40, 1.51], [-3.44, -0.92, 1.69], [-2.66, -0.36, 0.52], [-1.50, -3.16, -1.90], [-0.98, -2.50, -1.47], [-2.32, -3.04, -1.44]], "lowdin_charge": [-0.041, 0.079, 0.013, -0.032, 0.026, 0.019, -0.047, 0.054, 0.034, -0.028, -0.011, 0.045, -0.072, 0.125, 0.076, -0.030, 0.068, -0.005, -0.019, -0.050, 0.042, -0.027, -0.077, 0.026, -0.031, 0.059, -0.008, -0.081, 0.007, -0.002, -0.070, 0.051, -0.032, -0.026, 0.011, -0.047, -0.027, 0.040, 0.034, -0.029, -0.036, 0.016]}

{"formula": "H29O15", "method": "ωB97M-V/def2-TZVPD", "gap_ev": 8.8, "e_above_lowest_kcal_mol": 31.0, "total_charge": -1, "energy_ha": -1146.0230, "e_homo_ev": -6.30, "elements": ["O", "H", "H", "O", "H", "H", "O", "H", "H", "O", "H", "H", "O", "H", "H", "O", "H", "H", "O", "H", "H", "O", "H", "H", "O", "H", "H", "O", "H", "O", "H", "H", "O", "H", "H", "O", "H", "H", "O", "H", "H", "O", "H", "H"], "positions_angstrom": [[-3.56, -0.07, 3.92], [-3.01, 0.73, 3.95], [3.53, -0.70, 1.50], [2.40, 1.37, -3.24], [3.22, 1.07, -3.62], [2.00, 0.68, -2.66], [3.70, -0.97, 2.43], [4.17, -1.80, 2.33], [0.45, 2.57, 1.06], [-4.32, 0.67, 0.18], [-4.54, -0.09, -0.38], [-3.38, 0.51, 0.21], [-2.22, -0.28, 1.56], [-2.73, -0.69, 2.28], [-0.58, -0.96, -1.39], [0.59, -1.17, 3.88], [1.34, -0.58, 3.78], [-0.05, -1.20, 3.18], [1.10, 0.00, -1.26], [-1.87, 0.56, 1.87], [0.40, 0.62, -1.46], [-3.66, -2.70, -0.02], [-3.67, -2.21, 0.80], [-3.96, 0.16, 3.06], [-0.30, -3.65, -3.29], [-0.91, -2.94, -3.06], [-0.57, -4.37, -2.72], [3.64, -0.62, -1.66], [3.28, -1.49, -1.53], [2.66, 0.74, 0.69], [2.02, 0.17, 0.16], [3.40, 0.61, 0.08], [-2.10, 2.78, -2.70], [-2.84, 3.32, -2.97], [-1.31, 3.31, -2.62], [-0.44, -1.90, -1.48], [0.54, -1.75, -1.48], [-2.75, -3.00, 0.00], [0.56, 2.36, 1.99], [1.25, 1.70, 2.06], [2.76, -0.13, -1.64], [1.82, 3.42, -0.91], [2.19, 2.67, -0.45], [2.28, 3.49, -1.75]], "lowdin_charge": [-0.056, 0.059, -0.004, -0.092, 0.021, -0.020, -0.080, 0.025, 0.011, -0.075, 0.031, -0.009, -0.066, 0.019, 0.009, -0.054, 0.018, 0.006, -0.390, 0.051, -0.007, -0.058, 0.009, 0.035, -0.091, 0.005, 0.018, -0.099, 0.031, -0.130, 0.032, 0.032, -0.049, 0.025, 0.022, -0.126, 0.037, 0.037, -0.062, 0.007, -0.021, -0.063, -0.012, 0.021]}

{"formula": "H2I2NP", "method": "ωB97M-V/def2-TZVPD", "gap_ev": [8.3, 8.3], "e_above_lowest_kcal_mol": 43.1, "energy_ha": -992.6704, "e_homo_ev": [-9.14, -9.14], "elements": ["N", "P", "I", "I", "H", "H"], "positions_angstrom": [[1.22, -0.08, -0.42], [-0.70, 0.20, 0.82], [-1.61, -1.87, -0.12], [-2.05, 1.91, -0.28], [1.63, -0.92, 0.00], [1.51, 0.77, -0.01]], "lowdin_charge": [-0.184, -0.101, 0.214, 0.219, -0.043, -0.106]}

{"formula": "H2INO2S", "method": "ωB97M-V/def2-TZVPD", "gap_ev": [5.2, 5.2], "e_above_lowest_kcal_mol": 95.9, "energy_ha": -902.1381, "e_homo_ev": [-9.08, -9.08], "elements": ["N", "O", "O", "S", "I", "H", "H"], "positions_angstrom": [[-1.83, -0.86, 0.39], [1.33, 1.58, 0.69], [0.99, 0.76, -1.63], [1.01, 0.51, -0.22], [2.25, -1.52, 0.22], [-1.82, -0.11, 1.10], [-1.93, -0.36, -0.54]], "lowdin_charge": [0.076, -0.417, -0.431, 0.282, 0.567, -0.048, -0.029]}